Record 1
A molecular structure, C57H49CoOP3Si in a non-equilibrium geometry. Source: the OMol25 dataset; level of theory: ωB97M-V/def2-TZVPD.

```
112
C57H49CoOP3Si (ωB97M-V/def2-TZVPD)
Co 0.036 -1.754 -0.205
C 4.441 2.362 -2.355
C 3.397 1.710 -2.979
C 2.698 0.718 -2.303
C 2.999 0.392 -0.981
C 4.007 1.090 -0.333
C 4.724 2.071 -1.016
P 2.236 -1.096 -0.226
C 3.423 -2.401 -0.782
C 4.777 -2.152 -0.933
C 5.635 -3.169 -1.332
C 5.136 -4.430 -1.605
C 3.771 -4.682 -1.513
C 2.914 -3.675 -1.096
C 2.437 -0.916 1.609
C 3.626 -1.253 2.226
C 3.759 -1.217 3.613
C 2.716 -0.781 4.404
C 1.527 -0.412 3.789
C 1.363 -0.485 2.415
Si -0.379 -0.050 1.788
C -0.846 1.677 2.376
C -1.208 1.858 3.704
C -1.448 3.121 4.223
C -1.326 4.224 3.390
C -0.975 4.037 2.056
C -0.737 2.774 1.531
P -0.242 2.489 -0.264
C -1.613 3.290 -1.210
C -2.804 3.638 -0.598
C -3.866 4.138 -1.329
C -3.772 4.269 -2.700
C -2.595 3.910 -3.327
C -1.526 3.401 -2.605
C 1.191 3.648 -0.305
C 1.521 4.522 -1.348
C 2.672 5.276 -1.268
C 3.520 5.215 -0.165
C 3.218 4.316 0.841
C 2.067 3.545 0.765
C -1.830 -1.193 2.084
C -1.950 -2.040 3.170
C -3.110 -2.772 3.353
C -4.117 -2.711 2.409
C -3.985 -1.915 1.288
C -2.839 -1.154 1.102
P -2.590 0.010 -0.330
C -4.271 0.124 -1.093
C -4.655 -0.643 -2.186
C -5.954 -0.603 -2.659
C -6.864 0.238 -2.039
C -6.466 1.086 -1.018
C -5.168 1.034 -0.543
C -1.736 -1.000 -1.605
C -1.116 -0.303 -2.660
C -0.526 -0.968 -3.732
C -0.531 -2.361 -3.750
C -1.221 -3.057 -2.764
C -1.820 -2.394 -1.696
H 5.003 3.129 -2.884
H 3.164 1.954 -4.011
H 1.918 0.167 -2.833
H 4.235 0.890 0.704
H 5.528 2.588 -0.481
H 5.184 -1.159 -0.788
H 6.686 -2.978 -1.485
H 5.808 -5.210 -1.945
H 3.372 -5.645 -1.785
H 1.861 -3.861 -0.983
H 4.442 -1.583 1.614
H 4.686 -1.508 4.073
H 2.841 -0.695 5.475
H 0.733 0.014 4.407
H -1.352 0.967 4.318
H -1.753 3.235 5.248
H -1.551 5.213 3.776
H -0.886 4.890 1.401
H -2.901 3.539 0.493
H -4.779 4.395 -0.822
H -4.604 4.653 -3.268
H -2.489 3.982 -4.396
H -0.621 3.102 -3.145
H 0.862 4.591 -2.197
H 2.907 5.973 -2.066
H 4.383 5.863 -0.117
H 3.873 4.230 1.705
H 1.835 2.868 1.594
H -1.143 -2.086 3.900
H -3.230 -3.424 4.199
H -5.038 -3.249 2.570
H -4.796 -1.864 0.563
H -3.928 -1.266 -2.682
H -6.223 -1.222 -3.501
H -7.885 0.230 -2.395
H -7.165 1.805 -0.587
H -4.869 1.652 0.300
H -1.124 0.772 -2.619
H -0.075 -0.432 -4.553
H -0.093 -2.904 -4.571
H -1.268 -4.148 -2.795
H -2.342 -2.950 -0.939
C 1.573 -4.580 2.292
C 0.194 -4.278 1.681
C -0.430 -5.517 1.049
O 0.268 -3.277 0.743
H 1.478 -5.358 3.058
H 1.971 -3.688 2.767
H 2.291 -4.933 1.539
H -0.475 -3.978 2.478
H 0.221 -5.991 0.282
H -1.369 -5.239 0.547
H -0.654 -6.275 1.792
```

## Properties
E_LUMO (spin up / spin down) = -0.0766 / -0.1531 Eh
Calculated total energy = -135317.123 eV
Strongest force on any atom = 1.6 eV Å⁻¹
Multiplicity = 5
Kohn-Sham gap (spin up / spin down) = 7.054 / 5.972 eV
Net charge = +1

=====

Record 2
24 unconnected molecules or ions with the total composition C48H144O48 in a non-equilibrium geometry. Source: the OMol25 dataset; level of theory: ωB97M-V/def2-TZVPD.

```
240
C48H144O48 (ωB97M-V/def2-TZVPD)
C -17.411 -18.589 11.763
C -17.456 -17.743 10.544
O -17.027 -16.464 10.999
O -17.925 -19.873 11.484
H -18.055 -18.287 12.588
H -16.429 -18.598 12.235
H -18.519 -17.773 10.303
H -16.702 -18.063 9.825
H -16.836 -15.949 10.212
H -18.456 -20.116 12.246
C -24.479 -19.783 6.550
C -24.158 -19.357 5.057
O -24.791 -20.269 4.141
O -25.863 -19.632 6.766
H -23.876 -19.036 7.067
H -24.172 -20.795 6.815
H -23.081 -19.347 4.888
H -24.480 -18.351 4.785
H -25.721 -20.044 4.065
H -26.146 -18.766 6.465
C -26.449 -21.344 9.367
C -27.624 -21.976 8.708
O -27.562 -23.341 9.010
O -26.439 -21.584 10.827
H -26.482 -20.255 9.336
H -25.516 -21.733 8.960
H -27.534 -21.736 7.648
H -28.530 -21.525 9.113
H -28.088 -23.406 9.810
H -26.189 -22.509 10.871
C -19.586 -22.932 0.319
C -18.853 -23.683 1.444
O -19.274 -23.138 2.664
O -20.811 -23.569 0.072
H -19.068 -23.195 -0.603
H -19.577 -21.843 0.349
H -17.769 -23.581 1.479
H -19.060 -24.752 1.394
H -20.126 -23.511 2.902
H -20.613 -24.415 -0.336
C -22.600 -16.639 0.792
C -22.531 -17.228 2.198
O -21.251 -17.772 2.455
O -22.414 -17.649 -0.221
H -21.818 -15.884 0.717
H -23.573 -16.147 0.777
H -23.271 -17.998 2.416
H -22.925 -16.503 2.911
H -21.059 -17.881 3.389
H -22.185 -17.260 -1.068
C -21.218 -26.122 9.332
C -20.206 -24.982 9.396
O -18.981 -25.336 9.926
O -21.091 -26.840 8.192
H -22.213 -25.718 9.144
H -21.344 -26.604 10.301
H -20.581 -24.168 10.017
H -19.994 -24.567 8.411
H -18.428 -25.493 9.157
H -21.519 -27.678 8.381
C -23.185 -20.892 0.450
C -22.637 -21.299 1.843
O -23.578 -21.923 2.638
O -24.041 -19.796 0.437
H -23.642 -21.705 -0.114
H -22.281 -20.645 -0.107
H -22.311 -20.387 2.343
H -21.743 -21.894 1.658
H -23.959 -21.250 3.206
H -23.473 -19.031 0.324
C -15.088 -25.852 1.993
C -14.976 -24.504 2.659
O -14.586 -23.498 1.759
O -15.922 -25.763 0.909
H -15.587 -26.578 2.635
H -14.175 -26.179 1.497
H -14.187 -24.581 3.407
H -15.878 -24.231 3.208
H -15.317 -23.236 1.195
H -15.663 -25.012 0.370
C -17.594 -23.302 12.661
C -16.637 -24.393 12.272
O -17.289 -25.658 11.967
O -18.357 -23.657 13.770
H -18.340 -23.051 11.907
H -17.054 -22.370 12.824
H -15.959 -24.469 13.122
H -16.096 -24.092 11.375
H -18.033 -25.625 11.361
H -18.998 -24.329 13.525
C -25.355 -24.021 6.510
C -25.333 -25.106 7.579
O -24.500 -26.229 7.345
O -24.029 -23.475 6.496
H -26.028 -23.193 6.732
H -25.518 -24.558 5.576
H -26.311 -25.584 7.638
H -25.189 -24.660 8.563
H -23.705 -25.929 6.898
H -23.466 -24.241 6.359
C -18.995 -28.701 6.228
C -18.926 -29.299 7.586
O -19.348 -30.639 7.642
O -20.232 -28.928 5.581
H -18.235 -29.178 5.610
H -18.892 -27.617 6.280
H -19.461 -28.766 8.373
H -17.877 -29.185 7.860
H -20.305 -30.708 7.674
H -20.388 -29.854 5.778
C -24.740 -17.242 10.333
C -25.176 -18.510 11.114
O -24.843 -18.524 12.543
O -23.348 -17.011 10.257
H -25.275 -16.363 10.691
H -25.034 -17.225 9.284
H -24.648 -19.368 10.699
H -26.263 -18.544 11.034
H -25.137 -17.660 12.842
H -22.967 -17.746 9.772
C -12.830 -21.519 5.038
C -13.750 -21.082 3.871
O -13.161 -21.259 2.554
O -13.151 -22.684 5.719
H -12.969 -20.739 5.787
H -11.761 -21.459 4.834
H -13.904 -20.010 3.993
H -14.732 -21.535 4.003
H -13.428 -22.092 2.159
H -12.654 -22.657 6.540
C -15.187 -15.199 8.075
C -14.519 -13.818 8.015
O -14.642 -13.043 6.791
O -16.491 -15.153 8.584
H -14.614 -15.754 8.817
H -15.094 -15.765 7.148
H -13.439 -13.904 8.138
H -14.892 -13.265 8.877
H -13.893 -12.454 6.668
H -17.000 -15.873 8.204
C -23.142 -22.924 14.522
C -22.417 -22.448 13.246
O -22.194 -23.461 12.336
O -22.493 -24.113 15.047
H -24.168 -23.160 14.239
H -23.240 -22.174 15.308
H -21.413 -22.044 13.374
H -23.020 -21.721 12.702
H -21.801 -22.998 11.592
H -23.109 -24.720 15.462
C -20.755 -20.778 10.418
C -21.518 -19.423 10.300
O -21.923 -19.166 9.018
O -21.554 -21.898 10.103
H -20.296 -20.951 11.392
H -19.973 -20.727 9.660
H -20.839 -18.648 10.656
H -22.280 -19.456 11.079
H -21.315 -19.621 8.431
H -21.581 -21.997 9.149
C -12.920 -24.641 8.253
C -14.171 -24.376 9.086
O -13.791 -23.796 10.352
O -12.054 -23.502 8.263
H -13.101 -24.920 7.215
H -12.358 -25.431 8.751
H -14.761 -25.280 9.238
H -14.833 -23.773 8.464
H -13.214 -24.453 10.749
H -11.848 -23.414 9.197
C -17.602 -20.083 3.064
C -16.621 -19.979 1.847
O -17.277 -20.126 0.548
O -17.402 -21.296 3.669
H -18.652 -19.858 2.874
H -17.390 -19.440 3.918
H -15.714 -20.582 1.809
H -16.192 -18.977 1.860
H -17.977 -19.473 0.616
H -17.908 -21.969 3.208
C -19.943 -14.527 9.548
C -20.880 -14.021 10.670
O -22.197 -14.481 10.490
O -19.867 -15.941 9.617
H -18.927 -14.151 9.667
H -20.264 -14.273 8.538
H -20.745 -12.939 10.657
H -20.587 -14.315 11.678
H -22.176 -15.440 10.519
H -19.418 -16.181 8.803
C -22.680 -25.269 3.750
C -22.058 -26.080 4.983
O -22.079 -25.284 6.139
O -21.923 -24.126 3.352
H -23.745 -25.044 3.808
H -22.637 -25.972 2.918
H -21.054 -26.471 4.818
H -22.696 -26.953 5.119
H -21.653 -25.820 6.813
H -22.522 -23.447 3.033
C -19.079 -16.483 6.388
C -20.550 -16.842 6.331
O -20.784 -18.071 5.675
O -18.523 -17.123 7.568
H -18.912 -15.408 6.460
H -18.459 -16.893 5.591
H -21.071 -16.110 5.714
H -21.126 -16.798 7.255
H -20.256 -18.738 6.120
H -18.052 -17.877 7.205
C -16.435 -23.990 6.284
C -17.625 -24.892 6.612
O -17.434 -25.697 7.808
O -15.317 -24.709 5.905
H -16.287 -23.186 7.004
H -16.739 -23.403 5.418
H -17.835 -25.545 5.765
H -18.545 -24.308 6.620
H -16.669 -26.233 7.586
H -14.602 -24.081 5.775
C -15.749 -19.998 6.912
C -15.749 -20.444 8.387
O -17.124 -20.642 8.824
O -16.388 -18.732 6.645
H -16.027 -20.844 6.284
H -14.695 -19.843 6.680
H -15.298 -19.750 9.096
H -15.096 -21.305 8.531
H -17.185 -20.506 9.773
H -15.885 -18.246 5.988
C -19.649 -21.611 6.833
C -20.987 -22.045 6.283
O -21.957 -22.215 7.343
O -19.682 -20.212 7.178
H -18.879 -21.777 6.080
H -19.305 -22.217 7.671
H -20.883 -23.054 5.884
H -21.313 -21.456 5.425
H -22.817 -22.440 6.981
H -18.871 -20.094 7.678
```

## Properties
E_LUMO = -0.0037 Eh
Calculated total energy = -150377.403 eV
Strongest force on any atom = 4.3 eV Å⁻¹
Kohn-Sham gap = 8.956 eV

=====

Record 3
A molecular structure, C3H8NOSe in a non-equilibrium geometry. Source: the OMol25 dataset; level of theory: ωB97M-V/def2-TZVPD.

```
14
C3H8NOSe (ωB97M-V/def2-TZVPD)
C 0.749 -0.787 0.567
C -0.639 -1.482 0.501
C -0.581 0.889 -0.685
N 0.718 0.165 -0.654
O -0.178 2.125 0.643
Se -2.020 -0.068 0.068
H 0.894 -0.001 1.280
H 1.546 -1.576 0.295
H -0.609 -2.456 -0.137
H -0.791 -1.966 1.542
H -0.768 1.599 -1.484
H 1.398 1.035 -0.596
H 0.865 -0.302 -1.603
H -0.584 2.826 0.264
```

## Properties
E_LUMO = -0.1369 Eh
Calculated total energy = -72114.648 eV
Strongest force on any atom = 6.6 eV Å⁻¹
Kohn-Sham gap = 9.682 eV
Net charge = +1

=====

Record 4
A gas-phase ion, C11H16NO (charge +1) in a non-equilibrium geometry. Source: the OMol25 dataset; level of theory: ωB97M-V/def2-TZVPD.

```
29
C11H16NO (ωB97M-V/def2-TZVPD)
C -2.043 1.488 0.132
N -1.318 0.349 -0.538
C -2.329 -0.595 -1.276
C -1.453 -1.810 -1.616
C -0.443 -1.900 -0.466
C -0.481 -0.519 0.406
O -1.257 -0.682 1.499
C 0.943 0.089 0.585
C 1.796 0.148 -0.541
C 3.032 0.666 -0.392
C 3.481 1.229 0.755
C 2.613 1.216 1.860
C 1.342 0.644 1.771
H -2.268 0.908 1.096
H -1.326 2.207 0.405
H -2.844 1.968 -0.310
H -0.702 0.874 -1.268
H -2.626 0.021 -2.115
H -3.067 -0.781 -0.500
H -1.133 -1.822 -2.660
H -2.107 -2.648 -1.621
H -0.691 -2.780 0.152
H 0.552 -1.878 -0.931
H -0.814 -0.896 2.263
H 1.552 -0.176 -1.530
H 3.566 0.707 -1.326
H 4.353 1.688 0.861
H 2.986 1.748 2.741
H 0.684 0.537 2.562
```

## Properties
E_LUMO = -0.1011 Eh
Calculated total energy = -15196.395 eV
SMILES = C[N@@H+]1CCC[C@@]1(O)c1ccccc1
Strongest force on any atom = 5.2 eV Å⁻¹
Kohn-Sham gap = 10.190 eV
Net charge = +1

=====

Q: Among the records above, which one has the lowest calculated total energy?
A: C48H144O48